# 1
Computed, not measured: the ion C3H7IN3 with charge +1 at a distorted geometry, with the ωB97M-V functional and the def2-TZVPD basis.

As for the energy above the lowest of the compared OMol25 structures with the same formula, charge and spin: 334.4 kJ/mol. Its molar mass is 212.01 u. Its charge is +1. The calculation puts the total energy at -15784.8277 eV. For the HOMO-LUMO gap, the calculation gives 9.397 eV.

Cartesian coordinates (Å):
C: -0.4961 -1.2200 0.3476
H: -1.7638 1.8623 0.7198
H: 2.0014 -1.0041 -1.5549
H: -1.5189 1.8246 -0.9687
H: -2.7162 0.7508 -0.2026
H: 0.0363 0.5732 1.0967
H: 0.0832 -1.6915 1.1260
C: 1.5557 -0.4938 -0.7975
N: 2.1514 0.1022 0.1464
N: 0.1368 -0.5261 -0.6733
H: -1.4282 -1.8086 0.1551
N: -0.5457 0.2498 0.3592
I: 4.1968 0.2110 0.3104
C: -1.6926 1.1702 -0.0643

Löwdin population analysis, charges in e, atoms 1 to 6: number 1, C, carries -0.03; number 2, H, carries 0.07; number 3, H, carries 0.09; number 4, H, carries 0.13; number 5, H, carries 0.12; number 6, H, carries 0.15

# 2
Computed, not measured: a cluster of 2 separate species, C4H2NO2 in total at a distorted geometry, with the ωB97M-V functional and the def2-TZVPD basis.

As for the energy above the lowest of the compared OMol25 structures with the same formula, charge and spin: 403.3 kJ/mol. Its molar mass is 96.06 u. Its charge is -1. The calculation puts the total energy at -9759.5853 eV. For the HOMO-LUMO gap (spin up / spin down), the calculation gives 6.684 / 7.169 eV.

Cartesian coordinates (Å):
C: 0.5138 -0.8158 1.4543
C: 0.9931 -0.6880 -0.1723
O: -2.1806 1.1423 0.5877
H: -2.3386 -0.6725 -0.2136
C: -1.7717 0.0227 0.5237
O: 0.6722 1.6666 0.9625
H: 0.2742 -0.9069 -0.9914
C: 0.6740 0.4706 0.6878
N: 1.1867 -1.7350 0.7623

Löwdin population analysis, charges in e, atoms 1 to 6: number 1, C, carries -0.10; number 2, C, carries -0.21; number 3, O, carries -0.09; number 4, H, carries 0.03; number 5, C, carries -0.21; number 6, O, carries 0.00

# 3
Computed, not measured: a cluster of 2 separate species, C5H12 in total, with the ωB97M-V functional and the def2-TZVPD basis.

As for the energy above the lowest of the compared OMol25 structures with the same formula, charge and spin: 373.9 kJ/mol. Its molar mass is 72.15 u. Its charge is 0. The calculation puts the total energy at -5376.0641 eV. For the HOMO-LUMO gap, the calculation gives 8.671 eV.

Cartesian coordinates (Å):
C: 0.1582 -1.2296 -1.9334
H: 0.4582 -0.2610 1.7316
H: -0.4920 1.2001 1.9521
H: 1.8782 0.9519 -0.8143
H: -2.4362 0.1883 0.7223
H: -0.2320 -0.2682 -1.5879
C: -0.3469 0.3346 1.2637
C: 1.5013 1.4655 0.0892
H: 1.6613 2.5332 -0.1177
H: -1.9881 -0.8058 2.1329
H: -1.5256 -1.3122 0.4997
H: 0.8414 -1.0617 -2.7702
H: -0.6743 -1.8567 -2.2602
C: 0.0453 1.1570 0.1078
H: 2.1115 1.1403 0.9525
H: 0.6945 -1.7324 -1.1224
C: -1.6549 -0.4433 1.1546

Löwdin population analysis, charges in e, atoms 1 to 6: number 1, C, carries -0.05; number 2, H, carries 0.11; number 3, H, carries 0.14; number 4, H, carries 0.08; number 5, H, carries 0.07; number 6, H, carries -0.02

# 4
Computed, not measured: an isolated molecule of C5H8O2, with the ωB97M-V functional and the def2-TZVPD basis.

As for the energy above the lowest of the compared OMol25 structures with the same formula, charge and spin: 217.1 kJ/mol. Its molar mass is 100.12 u. Its charge is 0. The calculation puts the total energy at -9407.5821 eV. For the HOMO-LUMO gap, the calculation gives 10.683 eV.

Cartesian coordinates (Å):
H: -1.2133 -0.2594 1.6102
C: 1.0115 -0.2428 1.4196
H: 1.6926 -0.1394 2.2580
H: -2.0603 -0.1840 -1.1512
C: -1.0272 -0.5459 -1.1727
H: -1.0009 -1.5783 -0.8166
O: 1.0593 -1.4690 0.6903
C: 1.2694 -0.2527 -0.0184
H: -0.4662 1.3774 1.5683
O: -0.0896 1.6607 -0.7704
H: 2.1903 -0.1424 -0.5843
C: -0.1350 0.3251 -0.3130
C: -0.3842 0.3423 1.2264
H: -0.6770 -0.5393 -2.2141
H: -0.1694 1.6477 -1.7321

Löwdin population analysis, charges in e, atoms 1 to 6: number 1, H, carries 0.12; number 2, C, carries -0.20; number 3, H, carries 0.14; number 4, H, carries 0.09; number 5, C, carries -0.01; number 6, H, carries 0.09

# 5
Computed, not measured: a cluster of 2 separate species, C4H6N3 in total at a distorted geometry, with the ωB97M-V functional and the def2-TZVPD basis.

As for the energy above the lowest of the compared OMol25 structures with the same formula, charge and spin: 1001.3 kJ/mol. Its molar mass is 96.11 u. Its charge is +1. The calculation puts the total energy at -8698.1263 eV. For the HOMO-LUMO gap (spin up / spin down), the calculation gives 7.667 / 8.663 eV.

Cartesian coordinates (Å):
C: -1.7746 -0.5135 -0.9273
N: -2.2291 0.7282 -1.0368
N: -1.3007 1.2917 -1.9643
H: -1.0760 2.2574 -1.9487
C: 0.7538 -0.9353 1.3065
C: 1.9133 0.0172 0.8558
H: 2.3870 -0.2138 -0.1086
N: 0.5143 0.2778 0.6467
H: 0.3343 -0.8280 2.3909
C: -0.7275 0.2686 -1.3511
H: 0.6667 -1.9158 0.9068
H: 2.6208 0.7082 1.4024
H: -2.0823 -1.1428 -0.1723

Löwdin population analysis, charges in e, atoms 1 to 6: number 1, C, carries 0.07; number 2, N, carries 0.20; number 3, N, carries 0.17; number 4, H, carries 0.16; number 5, C, carries -0.15; number 6, C, carries -0.11

# 6
Computed, not measured: a cluster of 3 separate species, C6H10O3 in total at a distorted geometry, with the ωB97M-V functional and the def2-TZVPD basis.

As for the energy above the lowest of the compared OMol25 structures with the same formula, charge and spin: 0.0 kJ/mol. Its molar mass is 130.14 u. Its charge is 0. The calculation puts the total energy at -12526.7727 eV. For the HOMO-LUMO gap, the calculation gives 9.397 eV.

Cartesian coordinates (Å):
H: 1.4079 0.0781 2.2859
C: 0.6986 0.5345 1.5902
C: -1.1646 1.8929 0.8780
H: -1.1396 -1.4595 0.1602
H: 0.6985 0.9648 -1.7859
H: 0.2612 -1.9139 -2.0861
H: -2.2342 -2.1853 -0.6659
C: -0.7621 1.7402 -0.4382
H: -1.9789 2.5841 1.0707
H: 1.0406 -2.8382 -1.2475
H: 2.0528 -0.9469 -0.6974
H: -1.2611 2.2226 -1.2643
H: -0.7359 1.3573 2.9230
C: -0.4634 1.2360 1.8753
O: 1.1813 -2.0866 -1.8410
O: -1.3675 -2.3018 -0.2632
C: 0.3911 1.0163 -0.7583
O: 2.2623 -0.3014 0.0014
C: 1.1132 0.4068 0.2631

Löwdin population analysis, charges in e, atoms 1 to 6: number 1, H, carries 0.12; number 2, C, carries -0.02; number 3, C, carries -0.11; number 4, H, carries 0.03; number 5, H, carries 0.11; number 6, H, carries 0.05

# 7
Computed, not measured: a structure of composition C16H36F12N2NiO14S4 at a distorted geometry, with the ωB97M-V functional and the def2-TZVPD basis.

The spin multiplicity is 3. Its molar mass is 895.40 u. Its charge is 0. The calculation puts the total energy at -165809.1705 eV. For the HOMO-LUMO gap (spin up / spin down), the calculation gives 10.492 / 8.468 eV. As for the expectation value of S²: 2.004.

Cartesian coordinates (Å):
F: -11.5090 -2.6860 -2.3197
H: -2.1070 -3.0571 -4.1362
H: -3.6358 0.3674 -4.3944
C: -6.5424 0.0960 0.5295
H: -1.8505 -1.1520 -5.2048
H: -3.1665 -2.0337 -1.1622
C: -3.6978 -2.9836 -1.1040
C: -2.8464 -1.5944 -5.1826
H: -9.9584 -3.1708 -8.6782
O: -2.8794 -2.9331 -4.6926
H: -11.0872 0.6785 -0.4488
C: -11.4175 -3.6937 -3.2014
C: -5.1629 -6.5453 -2.2218
H: -8.9414 -5.3711 -9.6214
H: -5.5172 -0.2743 0.5205
H: -3.1928 -0.7700 -3.1778
F: -9.4055 -3.0778 -0.7611
H: -8.3972 -2.6665 -8.3735
C: -8.4308 -0.2471 -5.3177
H: -11.4684 -0.8576 0.4041
O: -10.6565 -2.6509 -5.6608
O: -10.7933 -0.6966 -3.8449
C: -10.7337 -0.0643 0.2662
F: -11.0448 -4.8552 -2.6150
F: -4.9229 -6.2234 -0.9335
F: -8.6906 1.0518 -5.4964
F: -4.6577 -7.7656 -2.4933
H: -6.6520 0.5432 1.5175
S: -9.3302 -0.8856 -3.7478
H: -4.8879 -3.2922 -4.3798
H: -6.7705 -5.2486 -9.6078
H: -5.9628 -1.3662 -1.5559
S: -7.0166 -6.4812 -2.6059
C: -10.3883 0.5130 1.6172
N: -7.5290 -4.9888 -1.8309
F: -7.8292 -3.1088 0.6716
C: -5.4921 -4.3915 -6.4389
O: -6.1892 0.4458 -1.8311
C: -3.6116 -0.7014 -4.1818
O: -9.9462 -0.5959 2.4654
O: -5.8412 -3.3859 -4.3174
H: -3.1437 -3.6653 -0.4587
H: -5.2425 -2.3460 0.2975
C: -8.5173 -4.3719 -9.7204
H: -10.7525 -0.9441 2.8529
O: -5.9281 -2.3168 -1.6852
H: -4.6535 -0.9907 -4.0446
N: -8.7946 -2.3986 -3.6546
H: -6.2058 1.9448 -0.4583
H: -4.4066 -4.3495 -6.3488
H: -9.7011 1.3589 1.6320
O: -7.3718 -6.0719 0.4646
O: -7.1947 -6.1869 -4.0243
H: -9.0076 -3.9232 -10.5843
F: -9.6804 -4.1166 1.2046
H: -7.2849 -3.2336 -5.7902
H: -8.8758 -4.0266 -7.5430
H: -5.8281 -2.2931 -6.0729
O: -9.4427 -4.6170 -4.8863
S: -9.9989 -3.3198 -4.5570
H: -7.2394 -0.7314 0.3962
O: -9.4920 -6.2344 -0.7659
H: -5.6082 -4.1976 -7.5052
H: -3.5714 -3.2787 -2.1456
F: -4.5977 -5.6094 -3.0624
F: -7.1173 -0.4340 -5.1569
C: -8.8416 -3.8153 0.2063
C: -6.1988 -3.2476 -5.6991
C: -6.6952 0.9855 -0.6266
F: -12.6142 -3.8403 -3.8048
F: -8.7944 -0.9223 -6.3718
Ni: -7.2676 -3.3613 -2.8786
O: -7.0777 -4.3550 -9.7772
H: -6.5876 0.9373 -2.5531
H: -5.9571 -5.3655 -6.2870
H: -9.7965 -0.4739 -0.1106
H: -5.4684 -3.9200 -0.5743
O: -8.7193 -0.1383 -2.6752
H: -3.2158 -1.6430 -6.2070
H: -7.7351 1.2929 -0.7375
C: -8.9604 -3.5854 -8.5361
H: -11.2709 0.8618 2.1533
C: -5.1632 -2.8764 -0.6514
S: -8.2323 -5.5121 -0.5471
O: -7.4940 -7.7958 -2.0656

Löwdin population analysis, charges in e, atoms 1 to 6: number 1, F, carries 0.11; number 2, H, carries 0.10; number 3, H, carries 0.08; number 4, C, carries -0.07; number 5, H, carries 0.11; number 6, H, carries 0.07

# 8
Computed, not measured: a structure of composition C33H37N8O9P2S4Sr at a distorted geometry, with the ωB97M-V functional and the def2-TZVPD basis.

As for the energy above the lowest of the compared OMol25 structures with the same formula, charge and spin: 326.9 kJ/mol. Its molar mass is 967.54 u. Its charge is -1. The calculation puts the total energy at -127937.2699 eV. For the HOMO-LUMO gap, the calculation gives 5.728 eV.

Cartesian coordinates (Å):
N: 0.2761 -0.4966 1.8193
H: 5.5508 0.9818 1.2757
C: 1.3276 -2.4437 0.9045
N: 0.3236 1.9928 -4.2957
C: 1.5912 -2.5866 -1.3664
N: -4.7993 0.6255 -0.0668
H: 1.2388 3.1972 -0.1862
S: 2.1219 1.6870 3.2791
H: -2.5694 2.9102 6.6070
H: 1.7736 -3.8913 4.4911
H: -3.1646 3.6131 -2.5880
H: 3.3253 -0.3866 -0.5812
C: -0.8877 0.3544 5.2523
C: -1.7614 1.5679 -5.6663
H: 0.4160 -2.0105 5.3858
C: -2.0899 1.9568 6.4394
C: 2.0416 -3.6472 1.1095
C: -2.0387 0.9700 7.3710
H: -1.8357 2.6284 -5.9183
O: 0.2487 3.4154 3.2562
H: -3.4205 3.6484 0.3869
O: -2.6351 3.2550 -3.3166
C: 3.5831 -4.6938 -4.6972
H: -1.3692 2.2514 4.3736
C: -4.6914 1.9749 0.0203
S: 2.5959 4.6102 2.9741
H: 5.8167 0.5585 -0.4286
C: 0.4102 -1.5627 4.3984
H: 3.5789 -4.5240 -5.7634
C: 0.9963 -2.2530 3.3207
C: 1.6749 -3.4931 3.4879
C: 3.3861 2.7634 0.0937
H: -2.7751 1.1771 -5.5853
H: -6.2633 0.2078 -1.5179
O: -0.6962 2.3467 -1.9707
C: 2.0773 2.5213 -0.1991
C: 2.9768 -4.3273 -2.4808
N: 4.0307 1.5631 -0.0367
C: 2.3856 -3.7509 -1.2770
C: -1.4435 1.6023 5.2300
H: -2.5111 -0.7785 -3.1220
C: 2.5846 -4.2802 -0.0183
C: -1.0504 1.3595 -4.3540
H: 0.4223 2.8237 -4.8716
C: -3.6461 -0.1945 0.0681
C: 2.1956 -4.1603 2.4296
H: 1.0290 1.2848 -4.5259
C: -2.3503 1.7343 0.4842
Sr: -0.4772 0.4508 -0.6854
H: 3.8900 3.6543 0.4180
H: 5.9832 2.2421 0.1096
C: -0.0967 0.2173 2.8756
C: -0.3745 4.6746 3.0545
C: -6.0516 0.0153 -0.4626
H: -1.8672 -3.2736 0.3204
N: -2.4949 0.3977 0.4102
C: 3.1016 0.6516 -0.3960
S: -1.1875 -0.4035 6.7916
C: -3.5232 2.5755 0.3149
H: -2.4496 0.9644 8.3668
H: -0.5674 4.8216 1.9898
N: -1.6995 -3.8473 -0.5003
C: 0.8428 -1.6962 2.0347
S: 4.1030 -5.6500 -2.3891
H: -6.8669 0.4094 0.1464
C: 4.3317 -5.6497 -4.0896
C: 5.4239 1.3189 0.2457
O: -1.2143 2.2112 0.6759
H: -0.9681 -3.3707 -1.0169
H: -5.6022 2.5323 -0.1696
O: 0.2183 -0.9172 -5.0823
H: -0.5622 1.1656 2.6554
H: -2.5386 -3.7556 -1.0620
N: 1.9135 1.1990 -0.5079
H: -1.2477 1.0249 -6.4617
H: -5.9495 -1.0550 -0.3102
C: -0.1787 -0.3452 4.1913
N: 1.0984 -1.9588 -0.3287
O: -2.8656 0.9220 -2.2926
O: -2.0084 -1.1843 -3.8617
O: -3.7684 -1.4031 -0.1088
H: 5.0077 -6.3592 -4.5363
P: -0.6110 -0.4202 -3.9577
O: 0.0543 -0.3112 -2.6132
H: 2.7260 -5.0952 2.5631
C: 1.5916 3.2891 3.1508
H: 3.1679 -5.1855 0.1074
C: 2.8096 -3.9382 -3.7816
H: -1.3176 4.6447 3.6023
H: 0.3602 2.2444 -3.2470
H: 2.1462 -3.1407 -4.0854
H: 1.3592 -2.1530 -2.3313
P: -1.8781 1.9034 -2.7957
H: 0.2570 5.4811 3.4250

Löwdin population analysis, charges in e, atoms 1 to 6: number 1, N, carries 0.07; number 2, H, carries 0.09; number 3, C, carries -0.15; number 4, N, carries 0.17; number 5, C, carries -0.09; number 6, N, carries -0.06

# 9
Computed, not measured: a cluster of 2 separate species, C26H27NO2 in total at a distorted geometry, with the ωB97M-V functional and the def2-TZVPD basis.

As for the energy above the lowest of the compared OMol25 structures with the same formula, charge and spin: 113.3 kJ/mol. Its molar mass is 385.51 u. Its charge is 0. The calculation puts the total energy at -32981.6967 eV. For the HOMO-LUMO gap, the calculation gives 3.031 eV.

Cartesian coordinates (Å):
C: 4.1236 -1.1307 2.3502
O: 1.3992 2.2347 -1.9196
H: 4.6176 -0.6282 -0.4015
C: -1.0763 -1.2054 2.5901
H: 0.9917 -1.9270 1.2825
H: 5.8253 0.6617 -0.6142
C: -2.1263 0.8187 1.7135
C: 5.4781 -1.7562 2.4975
H: -2.0121 -1.2886 -2.3638
H: 6.1031 -1.5556 1.6120
H: 5.9938 -1.3591 3.3819
H: 4.0585 1.6151 -2.3961
C: 3.8764 1.1439 -1.4104
C: 1.5264 1.0297 -1.8352
H: -6.3047 0.7306 -3.5628
H: 0.3187 1.7755 1.4766
C: -1.8274 -0.2420 -2.6592
H: -1.5161 2.0195 -3.7699
H: -2.4192 -2.7922 3.1441
H: -0.2029 -1.7664 2.9320
H: 3.1960 -2.9411 1.6522
C: -0.9228 0.1030 2.0109
C: -2.9090 0.5142 -3.2256
C: -3.5036 2.5728 -4.3670
C: -2.3277 -1.7764 2.7451
C: 1.7994 -1.3130 1.6758
C: -4.8599 2.2069 -4.2836
C: -3.3672 0.2397 1.9000
C: -5.2415 1.0033 -3.6617
H: -4.7313 -2.8076 2.5703
O: 2.6605 0.3806 -1.4951
H: 0.8029 -1.0121 -1.9473
H: 5.3827 -2.8441 2.5910
H: -5.4824 -1.4385 1.7129
C: -2.5564 1.7444 -3.7999
H: 5.2966 -0.3408 -2.0150
N: -0.6976 0.3654 -2.4467
H: -4.2723 0.8159 1.6648
H: -5.3302 -1.4127 3.4845
H: -4.5244 -0.7911 -2.6790
C: 3.0411 -1.8894 1.8853
H: -3.1679 3.4854 -4.8560
C: 0.3254 0.7144 1.7451
H: 3.8009 1.8746 -0.5863
C: 2.7037 0.8396 2.3772
C: -3.4916 -1.0752 2.3943
C: 1.5883 0.0777 1.9137
C: -4.2665 0.1487 -3.1607
C: 4.9687 0.1546 -1.0915
C: -4.8357 -1.7177 2.5520
H: 4.7749 0.8424 2.9785
C: 0.4720 0.0216 -2.0800
H: 2.5577 1.9158 2.5317
C: 3.9316 0.2370 2.6188
H: -5.6213 2.8688 -4.7132
H: -2.0211 1.8548 1.3564

Löwdin population analysis, charges in e, atoms 1 to 6: number 1, C, carries -0.29; number 2, O, carries 0.07; number 3, H, carries 0.06; number 4, C, carries -0.01; number 5, H, carries 0.11; number 6, H, carries 0.08